This record from the OMol25 dataset describes a 12-piece molecular cluster, C102H217N11O12 overall at a distorted geometry. The level of theory is ωB97M-V/def2-TZVPD.

As for the HOMO energy: -7.60 eV. The HOMO-LUMO gap comes out at 0.2904 Ha. As for the LUMO energy: 0.299 eV. Its SMILES is CC1(C)CCCC(C)(C)N1O.CC1(C)CCCC(C)(C)N1O.CC1(C)CCCC(C)(C)N1O.CC1(C)CCCC(C)(C)N1O.CC1(C)CCCC(C)(C)N1O.CC1(C)CCCC(C)(C)N1O.CC1(C)CCCC(C)(C)N1O.CC1(C)CCCC(C)(C)N1O.CC1(C)CCCC(C)(C)N1O.CC1(C)CCCC(C)(C)N1O.CC1(C)CCCC(C)(C)N1O.CC(C)O. The energy above the lowest of the compared OMol25 structures with the same formula, charge and spin comes out at 10.5979 eV.

Structure (ORCA input):
```
! wB97M-V def2-TZVPD RIJCOSX def2/J DEFGRID3
* xyz 0 1
O 9.5548 0.4835 -4.0165
H -7.2552 1.5278 1.3236
H 7.8604 3.5579 2.3965
H -3.7060 8.0385 -6.6091
H -3.6298 -5.5641 -4.8485
C 1.2994 0.1305 6.8296
H -7.5736 4.5837 -5.5567
C 8.9549 3.2705 -3.2934
H 2.8801 -6.4301 -1.7151
H 3.2640 -2.5264 -3.6293
H -8.8815 0.3047 3.4866
H -0.0653 -4.2241 -4.8309
N -0.5535 -0.5584 2.3049
C 4.4435 5.1208 5.3664
H 8.0304 -1.2694 -5.0046
H -3.1289 4.2879 -6.0192
C -2.3904 -10.7225 2.2394
C 6.5419 5.4484 6.7026
C 5.8820 3.3670 3.4199
C -2.3213 -9.2268 1.8376
C 3.7749 -7.0567 4.6517
H 5.2058 -3.5865 1.9113
H -1.5557 -1.3942 10.0103
C 1.1486 2.4491 7.9342
H -1.4918 1.9222 1.9816
C 4.3975 -3.2174 1.2801
H 1.5112 -7.0429 -6.7278
C 8.9842 1.6995 -1.2235
H -1.3713 -10.9549 2.5486
H 6.6191 1.4158 -6.5828
C -1.3151 -1.5510 1.3737
H 2.5567 -4.7894 3.6414
H -0.0515 4.0602 -5.7720
H -7.4711 -1.1000 1.0781
H -7.4453 -1.1106 5.0135
H 8.3518 0.8274 -6.4258
H -1.4216 9.3078 -2.6990
H -2.0034 -0.9632 6.3798
H 0.6509 -0.4824 -7.1661
C -5.4385 2.6712 2.8256
H 0.3453 1.6267 -8.6696
H -3.4930 6.3317 1.0192
H -1.5710 1.3183 -2.6262
H 8.4694 0.8069 -0.8680
H -3.1550 6.8520 -3.0603
H 0.9358 -5.6532 -6.1670
H -4.8512 6.4988 -2.7223
C -0.6368 1.7755 1.3217
H 2.8881 4.8547 3.8785
H 2.2530 -7.7957 3.4441
C -3.1351 -6.4866 2.9727
C 8.3227 2.0301 -2.6337
H 0.0959 10.2096 0.8287
H -1.9176 -8.5397 3.8515
H -0.2108 4.9934 0.0208
H 4.3277 3.0075 6.9977
N 3.5195 -3.4682 -0.9532
H -5.0536 3.1170 -4.1178
H -4.3218 2.9588 -6.3654
H -4.3507 -5.6480 0.9950
H -0.5286 -7.9901 -4.1744
C 3.7253 -3.4875 -3.4019
C 5.1898 -5.1177 -0.1769
C -5.5342 -7.2259 2.8110
H 4.8044 5.1817 2.8499
N 0.1225 2.2558 -5.3343
O -4.4045 0.1102 3.7115
O -1.3753 1.6100 6.6993
H -1.5377 0.1839 -3.7649
H 1.3377 -3.4152 -3.1000
C -4.0575 6.3911 -3.4617
C -1.3026 -7.5072 -4.7709
H -6.3716 -7.1860 2.1144
H 1.5132 -0.0124 3.5200
H -1.7454 5.1380 -0.8767
H -1.1665 -2.8971 -4.9376
H 4.8491 1.7215 4.3381
H 6.7875 6.3802 6.1932
H 4.0478 3.8278 2.2085
H 3.5438 -3.8454 1.5346
H -1.5486 10.2108 1.4723
C 0.2908 0.6189 1.8494
H -1.6038 0.0731 10.5086
C -8.4957 0.2864 2.4673
H -7.0048 3.0159 -5.9409
H -3.2169 -6.6818 0.1802
C -1.8799 -4.7714 -5.9117
H 6.2796 -5.0963 -0.1771
H 0.7271 1.5385 3.7500
C -1.4455 1.0266 -6.8442
H -3.3103 -5.4157 2.8693
H 6.5391 1.9333 -1.3646
H 0.4280 3.1847 8.2916
H -1.1151 -8.1681 0.2301
H 0.5784 -1.6473 9.1858
H -6.0905 -3.0519 2.1654
H -2.7618 -11.4038 1.4738
H -2.8186 -4.5568 -3.8868
C 4.5765 4.1471 3.1066
C -4.1283 -7.3101 2.0422
H 4.7835 -3.4387 -3.6584
H 0.6306 2.1972 -1.9349
O 0.5201 7.8262 -0.7069
C -1.2283 5.3832 0.0509
H 6.8803 3.4607 -1.6909
C 3.1837 -4.2214 -2.1967
H 0.6684 -6.8946 4.4909
C -5.0470 4.2064 -4.0832
H 6.4948 1.4028 3.6077
C 1.2600 0.9246 3.0239
H 3.8038 -6.3080 5.4433
N -1.3425 -5.9097 -6.6868
H 2.0066 0.4024 -6.7165
C -1.6636 -0.1125 8.3630
H -0.0597 -0.9364 -4.9124
C -1.4377 9.3152 -0.5826
H 2.1600 0.1234 9.3038
H 6.7974 -2.8417 -0.3092
H 2.2768 -0.3399 6.9371
C 5.8598 1.2334 -3.9602
C -1.0932 -0.4560 9.7040
H 8.3608 3.5847 -4.1515
H 8.1001 2.2666 -5.8506
H 9.1464 4.0823 -2.5917
C -1.7606 -6.3932 -3.8007
C -1.9379 -1.3300 7.4042
H -0.3126 -9.2680 -6.5994
H -0.2033 3.3642 -2.7754
H -0.4866 -8.6041 2.8495
H -4.5344 -2.3181 2.7760
H -0.6783 -2.4916 -0.5799
C 7.1779 0.6935 -4.5990
C -4.6585 7.1027 -4.7787
H -2.8411 -1.9257 7.5369
C 1.5949 -4.1458 -2.3330
N 6.5524 3.8938 4.6955
H 2.1448 1.5024 2.7570
H 5.6683 -1.7127 -1.1269
C -4.1967 -6.6730 0.6578
C 0.0367 1.6739 -4.0451
H 9.5033 0.9454 -4.8565
C -1.0653 9.9862 -1.9239
H -5.9346 4.4287 -3.4908
H -0.9963 1.4428 0.3479
H 5.6095 3.4633 7.9730
H 2.0699 0.9189 -3.9807
H -0.0929 2.7199 1.2994
C 4.9619 -5.8427 -1.5856
H -1.6309 -6.5185 1.5532
H -7.1592 2.7219 4.8027
H -5.6120 -8.0909 3.4696
C -1.3503 1.2552 -3.6918
H 1.1749 -5.0390 -2.7955
C -4.1141 4.0281 -6.4066
O -0.6741 3.3778 -5.5107
H 6.2302 -3.1175 -1.8561
C -3.6469 8.3369 0.4281
H 0.4449 -2.5302 0.8191
H -1.8458 6.4490 2.5940
C -1.0987 6.9784 2.0026
H -1.7120 10.8371 -2.1383
H -4.1241 4.3565 -7.4459
H 4.9709 1.4751 2.6312
H -5.9397 -1.6525 5.1944
C 1.1549 0.0716 0.5877
C 6.9082 2.5057 -2.2156
H 1.4194 3.1452 -3.3419
C -3.0026 6.9578 0.2738
H -6.0742 3.5320 2.6180
H 4.1293 -2.1678 1.4006
H -5.9945 1.6350 5.5328
H -2.8367 4.4843 -3.7248
N -0.8780 0.9504 7.8014
H 9.9689 3.0625 -3.6350
N -3.7396 -8.7626 1.8388
H 0.8538 0.0094 -2.9961
H 4.5908 -7.0847 3.9295
N -5.4706 6.1335 -5.5594
H -3.4050 10.3136 -0.4385
H -2.1336 -3.5733 1.6614
H 5.1482 1.2927 -4.7838
H 1.6406 -1.3733 -4.8414
H -2.8479 8.4125 -5.2180
H 0.5893 7.4778 -1.5988
H -4.8572 9.1403 -4.0146
H 1.9551 -0.5640 0.9669
H -3.8275 -0.1884 3.0047
C -7.5717 -0.8864 2.1422
H -2.8065 6.7578 -5.9232
H -8.3313 2.2208 2.6073
C -5.5198 8.3057 -4.2437
H -4.7357 8.2975 0.3985
C 0.3391 -0.7250 -0.3985
H 1.2759 0.5844 5.8389
C -5.3530 4.6596 -5.6084
C 0.9530 -0.5363 -4.9623
H -1.6900 4.8114 0.8559
C 5.8790 -2.7555 -0.8898
O 7.7796 3.3823 5.0545
H -0.0521 -8.3593 -8.0440
H -0.1737 6.4869 2.3039
H -2.3063 -0.1826 -0.0979
H -2.0406 -8.2998 -4.8939
C 0.3919 -0.8120 9.8608
H 3.3666 -3.9256 -4.3333
H 1.6042 2.5054 -7.7583
H -6.8548 4.2324 -7.1165
H 4.9070 -5.7159 0.6893
H -0.4032 -0.1688 -0.9709
H -4.6510 -10.1236 1.9475
H 6.4487 -1.5173 -4.2783
C -1.4960 6.8729 0.4461
H 3.7714 -7.9664 5.2521
C -6.7372 1.7189 4.7394
C -3.4377 7.6024 -5.6469
H -7.6275 1.1290 4.9574
C -1.5299 -9.1406 0.4949
H -5.1980 -1.6893 1.3550
H 7.5227 5.0892 7.0142
C -6.3045 1.4381 3.3247
H -3.7420 -4.5616 -7.1954
C -6.2866 -1.1406 3.0480
N 8.2716 0.8844 -3.5847
H -2.1470 1.8442 -4.1462
H 4.7624 6.1098 5.0372
C 1.0484 0.5422 -3.9269
H -3.7329 4.5814 -2.4081
H -0.9287 11.2495 0.1270
C 5.5165 1.8685 3.4889
H -5.9664 8.7020 -5.1557
H -3.4167 9.1031 -1.5860
H -1.1175 -6.2086 3.1610
H 6.1394 3.3676 -4.1047
C -6.6827 -1.5895 4.3994
H 1.2608 -6.9192 -4.9500
C 0.5740 2.1498 -7.7411
H -0.1472 -3.4514 -6.3019
H -1.8909 0.3000 -6.1648
C 0.0296 1.3853 -6.5507
H 1.3426 2.7632 6.9086
C -3.0204 0.5480 8.7399
H 0.9685 -1.0860 -1.2119
C -0.9589 10.2481 0.5564
H -5.6976 -6.3492 3.4378
H -0.8782 -5.8445 -3.4713
C -5.4988 -2.1461 2.2979
C -0.2533 -1.9205 0.2455
H -6.8516 6.8065 -6.6577
C 6.7959 3.7646 2.2858
H -3.2874 -6.6265 4.0429
C 1.1204 0.4343 9.4068
C -1.5498 -8.3641 2.8406
N -5.6020 0.1827 3.1260
H -2.4020 -2.6604 3.0850
H -0.0011 10.1979 -2.0274
C -3.0274 9.3020 -0.5875
C 4.7409 -3.5682 -0.2695
H 8.3080 4.1437 4.8041
H -3.0507 -10.8170 3.1014
H -2.9971 1.4069 9.4106
H -2.2292 -9.2914 -0.3275
H -9.3051 0.3958 1.7455
C -3.8109 4.8892 -3.4508
C -7.5684 1.4804 2.3666
H -2.4021 -6.7884 -3.0131
O -5.9219 6.6152 -6.8016
H -1.1064 -2.0278 7.5032
H -1.6600 -8.5895 -7.5012
C 3.5930 -5.7226 -2.1387
C -2.5907 -5.3520 -4.5967
H 9.0374 2.4538 -0.4384
H 2.0662 2.4566 8.5224
O -1.3657 -0.2452 3.3115
H 1.5495 -5.5229 2.5201
H 0.0708 3.0781 -8.0116
H -6.9578 -2.6375 4.2806
H -3.7328 -0.1537 9.1738
H -5.0039 -7.0229 0.0143
C 5.7795 4.3891 5.9636
C 2.4476 -5.7302 3.1019
H 5.2539 -6.8668 -1.3531
H 5.0011 3.0679 -2.9431
C 7.5155 1.3538 -5.9659
H 6.5073 -0.9650 -5.8722
H 3.7521 -6.1183 -3.1418
H 6.6074 3.1266 1.4223
H 0.6554 -1.1320 10.8690
H 5.8418 2.4195 6.5736
C -0.6542 -8.3826 -7.1357
H 3.4329 -5.8128 2.6431
H -6.2903 8.0044 -3.5341
C 5.3639 3.3363 6.9187
H -3.5827 0.7648 7.8317
C 3.7071 4.3000 4.3365
H -3.1853 -0.3177 1.2723
H 3.7538 5.2792 6.1955
C 1.0147 0.1401 -6.3486
H 5.9332 5.6923 7.5733
C 7.0268 -0.8527 -4.9205
H -1.0759 8.0490 2.2061
H -0.9709 -0.5635 4.1266
H 10.0190 1.4303 -1.4351
H 3.3844 3.3674 4.7993
H -4.9179 2.3317 1.9302
H 0.7651 -0.8124 6.7130
H -3.5616 -3.2980 -6.0501
O -0.9994 -5.6710 -8.0365
H 0.9819 -3.9999 -1.4436
C 0.5607 2.6051 -2.9433
C -0.8025 -3.7641 -5.4889
C 2.4668 -6.8840 4.0019
C 0.5892 0.9328 7.9836
C -2.9835 -3.9589 -6.6960
C 0.8402 -6.7138 -5.9344
H -1.9908 1.9694 -6.8005
O 1.4981 -6.6994 4.9327
H -2.5198 -3.3455 -7.4685
H -3.2595 -1.7284 0.0930
C -1.7596 -6.8682 2.5775
H -8.1693 -1.7542 2.4215
H -1.5156 -6.2231 -8.6285
C -6.7454 4.0695 -6.0443
H -0.7287 -9.8795 0.4824
C 5.9027 2.6137 -3.3540
N -0.8621 7.8696 -0.5152
H 1.1399 1.1337 10.2426
H 6.8247 4.7867 1.9084
C -1.6874 -2.7883 2.2720
C -0.6535 -7.1332 -6.1158
H -1.7709 2.3851 7.1048
H -4.7103 3.0182 3.5587
H -1.5601 0.6144 -7.8467
H 5.5796 0.5067 -3.1976
H 5.7246 -5.4862 -2.2779
O -4.7185 -9.5311 1.1952
H -0.8717 -3.2792 2.8028
H 1.7304 0.8419 0.0743
C -2.6504 -0.9656 0.5780
H -3.4501 8.7329 1.4244
O 3.0140 -2.1526 -1.0254
H 2.4154 -2.2621 -0.2830
H -3.2927 6.6704 -0.7369
*
```

These are the Mulliken partial charges, in e, on atoms 1 to 4: O -0.457; H 0.401; H 0.499; H 0.415